DFT (ωB97M-V/def2-TZVPD) results for a structure of composition C31H45O3V at a distorted geometry.

```
80
Properties=species:S:1:pos:R:3:mulliken_charge:R:1
O -1.7314 -0.9299 -5.4310 -0.527
C -1.8350 -2.0565 -4.5332 0.614
C -0.6592 -2.8204 -5.1139 -0.933
H -2.8126 -2.4938 -4.7593 0.459
H -1.6696 -1.7892 -3.4598 -0.611
C -0.4948 -1.4551 -6.0096 1.283
H -0.9166 -3.7698 -5.6267 0.357
H 0.2109 -2.8898 -4.4668 0.168
C -0.5619 -1.6042 -7.5646 -1.643
H -1.4604 -1.9788 -8.0769 0.355
H 0.2421 -2.2443 -7.9116 0.383
H -0.3873 -0.6138 -8.0228 0.376
C 0.7061 -0.6780 -5.4080 -0.323
H 0.8181 -1.0469 -4.3584 -0.661
H 0.4865 0.3987 -5.2062 0.318
H 1.6734 -0.8161 -5.9543 0.279
V 0.2020 -0.1556 -0.5537 0.865
C 1.7697 -1.5021 -0.0576 -0.861
C 0.8711 -1.4338 1.0165 -0.090
C -0.3570 -1.9659 0.5525 0.090
H 1.1149 -1.1341 2.0268 0.230
C -0.2523 -2.2039 -0.8494 -1.304
C 1.0801 -1.9105 -1.2396 -0.424
H 1.4943 -2.0687 -2.2300 0.626
H 2.8376 -1.4832 0.1175 0.795
H -1.1722 -2.2889 1.1611 0.770
H -1.0595 -2.4919 -1.5033 0.556
C 2.1878 1.2960 -0.0055 0.385
C 2.4526 0.3962 -1.0881 -1.075
C 1.5423 0.6857 -2.1686 -0.796
H 3.3373 -0.2515 -1.1973 0.678
C 0.8295 1.8690 -1.7901 -0.394
C 1.1903 2.1988 -0.4464 -0.623
H 0.8339 3.0345 0.1429 0.600
H 2.7109 1.3538 0.9563 0.209
H 1.4529 0.1360 -3.1196 0.283
H 0.3241 2.5787 -2.4430 0.634
O -2.8928 0.2396 -1.4797 -0.265
C -2.9144 0.8780 -2.8211 0.310
C -4.3517 1.1079 -3.3221 -0.607
H -2.4592 0.2451 -3.6044 -0.288
H -2.2860 1.7840 -2.7186 0.216
C -5.2722 0.8059 -2.1166 -0.574
H -4.5190 0.4199 -4.1653 0.193
H -4.4751 2.1163 -3.7364 0.398
C -4.1988 0.6876 -0.9633 -0.613
H -5.8729 -0.1152 -2.2841 0.307
H -5.9700 1.6648 -1.9896 0.255
H -4.5832 0.1611 -0.0673 0.387
H -4.0072 1.7413 -0.6771 0.339
C -0.7027 -2.6324 4.6589 -1.802
C -0.6212 -1.1826 4.1596 1.936
C -1.7951 -0.3675 4.6981 -1.601
C 0.6824 -0.4811 4.5343 0.472
C 1.3977 -0.8657 5.6481 -0.126
C 2.5063 -0.1523 6.0859 -1.341
C 2.9408 0.9788 5.4085 0.033
C 2.2792 1.4335 4.2841 0.041
C 2.7429 2.7002 3.5642 1.074
C 2.2207 3.9300 4.2997 -1.509
C 4.2688 2.7754 3.4432 -1.638
C 1.0941 0.7284 3.7937 -0.125
O 0.4287 1.1521 2.7984 -0.902
H -0.7906 -2.6666 5.7535 0.363
H 0.1744 -3.2213 4.3613 0.398
H -1.5932 -3.1145 4.2356 0.422
H -0.6641 -1.1917 3.0614 -0.798
H -1.7738 -0.3374 5.7958 0.309
H -1.7391 0.6601 4.3269 0.370
H -2.7467 -0.8081 4.3914 0.431
H 1.1007 -1.7077 6.2733 0.234
H 3.0396 -0.5155 6.9554 0.344
H 3.8180 1.4984 5.7973 0.228
H 2.3095 2.6578 2.5553 -0.177
H 2.6409 3.9850 5.3111 0.329
H 2.4972 4.8378 3.7596 0.404
H 1.1326 3.8937 4.3916 0.362
H 4.6820 1.8497 3.0246 0.368
H 4.5397 3.6013 2.7754 0.410
H 4.7339 2.9549 4.4213 0.383
```

Computed properties:
- 2S+1: 3
- E_LUMO (alpha / beta): -0.977 / -0.602 eV
- Molecular weight: 516.64 g mol⁻¹
- HOMO-LUMO gap (alpha / beta): 4.5 / 4.8 eV